Record 1
DFT (ωB97M-V/def2-TZVPD) results for an isolated molecule of C3H6FN in a non-equilibrium geometry.

Structure (XYZ):
```
11
Properties=species:S:1:pos:R:3:forces:R:3:lowdin_charge:R:1
C -0.34269 0.54842 0.82545 2.393 0.009 2.679 -0.33
C -0.79139 -0.28528 -0.28017 0.094 -0.364 -2.615 -0.11
C 0.11260 -1.05746 -0.94284 -4.080 1.028 0.378 -0.19
H -0.30447 2.52817 1.31649 -0.304 0.042 0.258 0.05
H 0.57582 2.20499 0.04158 -1.159 -0.280 0.023 0.08
H -0.97146 0.45142 1.74130 0.382 -0.122 -0.615 0.11
H 0.76779 0.19068 1.11129 -2.498 0.794 -0.259 0.14
H -1.79142 -0.02427 -0.69040 1.018 -0.338 -0.105 0.11
H -0.00668 -1.53499 -1.91192 -0.027 0.004 0.194 0.11
N -0.35504 1.98787 0.46353 1.388 -0.037 -0.450 -0.02
F 1.14940 -1.44057 -0.27418 2.792 -0.737 0.512 0.03
```
Forces are in eV/Å.

## Properties
ΔE to the lowest compared entry with this formula, charge and spin in kJ/mol: 54.1
Total charge: 0
Molecular weight in g/mol: 75.086
Structure (SMILES): NC/C=C\F
Gap between HOMO and LUMO in eV: 10.42


Record 2
DFT (ωB97M-V/def2-TZVPD) results for a cluster of 2 separate species, C2H5N3O2 in total in a non-equilibrium geometry.

Structure (XYZ):
```
12
Properties=species:S:1:pos:R:3:forces:R:3:lowdin_charge:R:1
C 1.16503 -0.25073 -0.16146 -0.672 -0.344 2.647 -0.55
C -0.14293 1.13353 0.71310 -0.623 -1.126 1.811 -0.21
H -1.41223 -1.20359 -0.88713 -0.360 -0.118 0.261 0.03
H -1.69848 -1.13031 0.60571 -0.037 -0.105 -0.100 0.01
H 2.28762 -1.68570 0.58718 -0.614 -0.079 1.216 0.11
H -0.75025 1.79690 1.31541 0.101 -0.488 0.440 0.13
H -0.68751 1.99024 -1.07231 0.640 -0.374 -0.077 0.17
N 0.55477 0.04472 1.01387 0.182 1.153 1.301 0.12
N -0.10057 1.33963 -0.55509 0.432 0.449 -2.889 0.01
N 0.75795 0.44349 -1.16787 -0.429 0.991 -1.558 0.13
O -2.11939 -1.35339 -0.23516 0.434 0.190 -0.195 -0.07
O 2.14599 -1.12479 -0.15625 0.948 -0.149 -2.857 0.12
```
Forces are in eV/Å.

## Properties
ΔE to the lowest compared entry with this formula, charge and spin in kJ/mol: 199.6
Total charge: 0
Molecular weight in g/mol: 103.081
Structure (SMILES): Oc1nc[nH]n1.O
Gap between HOMO and LUMO in eV: 10.72